Entry 1:
This record from OMol25 describes a structure of composition C39H41N8OPb at a distorted geometry. The level of theory is ωB97M-V/def2-TZVPD.

Atoms and positions in Å:
Pb  -0.224  -0.394  -0.723
C  4.029  0.365  -2.920
C  3.796  0.230  -4.245
C  2.504  -0.099  -4.699
C  1.527  -0.333  -3.765
N  1.816  -0.236  -2.472
C  3.003  0.091  -2.040
C  0.123  -0.643  -4.153
C  -0.269  -0.661  -5.441
C  -1.596  -1.023  -5.781
C  -2.478  -1.209  -4.728
C  -2.008  -1.155  -3.400
N  -0.699  -0.882  -3.111
C  -2.932  -1.194  -2.315
C  -4.351  -1.362  -2.447
C  -5.216  -1.189  -1.393
C  -4.684  -0.733  -0.168
C  -3.323  -0.588  -0.083
N  -2.474  -0.838  -1.089
H  4.983  0.624  -2.486
H  4.634  0.391  -4.917
H  2.182  -0.159  -5.731
H  3.128  0.199  -0.957
H  0.490  -0.511  -6.188
H  -1.930  -1.018  -6.805
H  -3.506  -1.372  -5.029
H  -4.780  -1.640  -3.380
H  -6.299  -1.281  -1.505
H  -5.276  -0.564  0.734
H  -2.874  -0.359  0.867
C  -0.765  -2.205  4.326
C  -0.911  -2.270  2.831
O  -0.620  -1.349  2.075
N  -1.494  -3.372  2.336
C  -1.826  -3.520  0.941
C  -0.639  -3.915  0.087
C  -0.200  -5.252  0.068
C  0.849  -5.615  -0.756
C  1.346  -4.721  -1.705
C  0.852  -3.425  -1.669
N  -0.092  -3.023  -0.757
H  -0.881  -3.225  4.776
H  -1.526  -1.593  4.753
H  0.188  -1.812  4.601
H  -1.874  -4.078  2.949
H  -2.201  -2.548  0.507
H  -2.642  -4.274  0.798
H  -0.710  -5.923  0.791
H  1.242  -6.629  -0.670
H  2.097  -4.994  -2.435
H  1.102  -2.607  -2.402
N  2.640  -1.144  1.984
C  3.442  -0.084  1.544
C  4.708  -0.336  0.969
C  5.416  0.775  0.435
C  4.890  2.077  0.521
C  3.711  2.292  1.217
C  2.956  1.245  1.684
H  3.136  -2.012  2.233
H  1.858  -0.901  2.612
H  5.145  -1.366  0.868
H  6.384  0.602  -0.020
H  5.475  2.864  0.113
H  3.352  3.287  1.434
H  2.074  1.361  2.275
N  0.618  0.594  4.104
C  -0.158  1.549  4.074
H  1.384  0.658  4.817
C  -0.371  5.937  1.878
N  0.326  4.789  1.302
C  0.388  4.770  -0.154
C  0.299  3.496  1.977
C  -1.073  2.942  2.248
C  -2.183  3.369  1.536
C  -3.437  2.880  1.809
C  -3.629  1.898  2.771
C  -2.555  1.478  3.502
C  -1.279  1.975  3.220
H  0.280  6.744  1.669
H  -0.495  5.800  2.931
H  -1.380  6.081  1.432
H  0.918  5.673  -0.452
H  -0.523  4.710  -0.702
H  1.010  3.949  -0.513
H  0.870  3.480  2.939
H  0.846  2.805  1.320
H  -2.050  4.086  0.730
H  -4.309  3.299  1.286
H  -4.629  1.567  3.024
H  -2.644  0.703  4.310

The HOMO-LUMO gap (alpha / beta) is 6.70 / 5.20 eV. For the total energy, the calculation gives -60317.865 eV. As for the charge: +1. The calculation puts the LUMO energy (alpha / beta) at -2.74 / -2.41 eV. The calculation puts the HOMO energy (alpha / beta) at -9.44 / -7.61 eV. Its max |F| is 2.04 eV Å⁻¹.

---

Entry 2:
This record from OMol25 describes a cluster of 6 separate species, C39H41O12P in total. The level of theory is ωB97M-V/def2-TZVPD.

Atoms and positions in Å:
C  -2.537  -1.314  0.012
C  -1.351  -1.820  0.841
C  -0.263  -0.765  1.102
C  -0.131  -0.402  2.570
C  0.832  0.759  2.790
O  0.706  1.389  4.055
C  -0.450  2.186  4.201
P  -0.156  3.409  5.562
C  -1.854  4.139  5.536
C  -0.315  2.253  7.006
O  0.334  -1.572  3.238
C  0.007  -1.623  4.613
H  -3.470  -1.799  0.301
H  -2.691  -0.239  0.133
H  -2.391  -1.514  -1.051
H  -1.707  -2.199  1.803
H  -0.912  -2.680  0.339
H  0.712  -1.128  0.762
H  -0.469  0.147  0.535
H  -1.123  -0.138  2.968
H  1.846  0.366  2.767
H  0.743  1.504  1.991
H  -1.332  1.573  4.431
H  -0.662  2.743  3.277
H  -1.915  4.911  4.768
H  -2.635  3.396  5.358
H  -2.046  4.615  6.498
H  0.397  2.522  7.785
H  -1.321  2.277  7.430
H  -0.096  1.230  6.694
H  0.408  -0.768  5.160
H  0.445  -2.539  5.008
H  -1.080  -1.663  4.752
O  4.047  0.987  1.285
C  4.701  0.053  1.704
C  6.146  0.203  2.003
C  6.865  -0.812  2.468
C  6.252  -2.141  2.712
O  6.904  -3.070  3.139
C  4.806  -2.295  2.407
C  4.086  -1.280  1.938
H  6.566  1.180  1.806
H  7.924  -0.733  2.680
H  4.384  -3.275  2.594
H  3.030  -1.372  1.719
O  -3.008  0.209  -6.339
C  -3.329  0.515  -5.211
C  -4.733  0.860  -4.873
C  -5.077  1.191  -3.632
C  -4.077  1.235  -2.538
O  -4.392  1.545  -1.408
C  -2.673  0.889  -2.876
C  -2.326  0.556  -4.115
H  -5.448  0.833  -5.685
H  -6.093  1.451  -3.369
H  -1.966  0.924  -2.057
H  -1.312  0.297  -4.392
O  7.933  0.250  -0.702
C  8.431  1.000  -1.515
C  8.628  2.441  -1.216
C  9.176  3.261  -2.107
C  9.613  2.770  -3.440
O  10.115  3.517  -4.251
C  9.414  1.329  -3.739
C  8.865  0.509  -2.847
H  8.299  2.774  -0.240
H  9.331  4.316  -1.918
H  9.740  0.999  -4.717
H  8.708  -0.545  -3.036
O  -12.503  3.965  -3.972
C  -11.418  3.517  -4.270
C  -10.361  3.311  -3.245
C  -9.170  2.819  -3.570
C  -8.848  2.453  -4.972
O  -7.763  2.001  -5.273
C  -9.901  2.659  -5.997
C  -11.092  3.152  -5.673
H  -10.625  3.588  -2.232
H  -8.386  2.664  -2.840
H  -9.634  2.384  -7.010
H  -11.880  3.312  -6.398
O  -0.948  -4.884  -0.822
C  0.115  -5.463  -0.753
C  0.789  -5.987  -1.968
C  1.958  -6.617  -1.888
C  2.638  -6.820  -0.582
O  3.701  -7.395  -0.512
C  1.965  -6.289  0.631
C  0.796  -5.661  0.552
H  0.271  -5.825  -2.904
H  2.473  -7.011  -2.755
H  2.485  -6.447  1.567
H  0.284  -5.257  1.418

The HOMO-LUMO gap is 6.88 eV. For the total energy, the calculation gives -74959.767 eV. The calculation puts the LUMO energy at -1.75 eV. The calculation puts the HOMO energy at -8.62 eV. Its max |F| is 0.14 eV Å⁻¹.

---

Entry 3:
This record from OMol25 describes a structure of composition C39H42Cl3GeN6O5PtS. The level of theory is ωB97M-V/def2-TZVPD.

Atoms and positions in Å:
Pt  0.424  2.331  -0.330
Cl  1.864  5.462  -6.445
C  1.337  4.402  -5.188
C  1.856  4.542  -3.914
C  1.401  3.671  -2.945
Cl  2.047  3.789  -1.305
C  0.456  2.674  -3.156
O  0.056  1.826  -2.213
C  -0.037  2.573  -4.464
Cl  -1.192  1.337  -4.818
C  0.397  3.419  -5.466
H  2.590  5.303  -3.689
H  -0.002  3.315  -6.465
O  2.857  -0.950  0.369
C  2.256  -0.202  -0.376
O  1.934  1.003  0.093
C  1.906  -0.578  -1.790
C  0.534  -1.250  -1.897
Ge  0.182  -2.852  -0.810
C  -0.203  -2.570  1.090
C  0.796  -2.450  2.062
C  0.471  -2.350  3.408
C  -0.859  -2.359  3.810
C  -1.861  -2.461  2.858
C  -1.533  -2.570  1.511
C  -1.447  -3.607  -1.589
C  -1.812  -4.917  -1.271
C  -2.956  -5.490  -1.806
C  -3.758  -4.759  -2.673
C  -3.410  -3.458  -3.001
C  -2.263  -2.888  -2.460
C  1.625  -4.134  -1.069
C  2.066  -4.371  -2.372
C  3.056  -5.305  -2.633
C  3.619  -6.026  -1.588
C  3.185  -5.810  -0.289
C  2.193  -4.872  -0.033
H  2.684  -1.263  -2.127
H  1.931  0.315  -2.416
H  0.404  -1.594  -2.927
H  -0.259  -0.526  -1.714
H  1.836  -2.452  1.762
H  1.257  -2.286  4.153
H  -1.109  -2.290  4.861
H  -2.900  -2.480  3.164
H  -2.327  -2.687  0.781
H  -1.190  -5.503  -0.602
H  -3.220  -6.509  -1.553
H  -4.648  -5.207  -3.096
H  -4.028  -2.888  -3.684
H  -2.006  -1.869  -2.732
H  1.627  -3.825  -3.202
H  3.384  -5.478  -3.650
H  4.392  -6.757  -1.788
H  3.614  -6.378  0.527
H  1.859  -4.725  0.987
C  -2.182  4.664  2.236
N  -3.046  3.937  1.301
C  -4.473  4.042  1.610
C  -2.597  3.419  0.161
S  -1.108  4.070  -0.516
N  -3.286  2.486  -0.484
C  -3.006  2.124  -1.876
C  -4.128  1.513  0.218
H  -2.554  4.471  3.241
H  -2.219  5.735  2.038
H  -1.159  4.312  2.158
H  -4.667  5.067  1.925
H  -4.758  3.369  2.419
H  -5.069  3.832  0.728
H  -2.731  3.002  -2.452
H  -3.916  1.695  -2.291
H  -2.200  1.393  -1.929
H  -3.974  1.579  1.291
H  -3.823  0.520  -0.114
H  -5.183  1.653  -0.018
N  -0.910  0.990  0.312
C  -1.272  1.069  1.448
N  -1.780  1.139  2.583
C  -1.047  1.005  3.679
N  -0.426  0.960  4.652
O  2.619  3.853  1.438
C  1.946  3.030  2.005
O  0.745  2.626  1.647
C  2.418  2.292  3.263
N  2.195  0.808  3.045
C  3.453  0.100  3.446
C  4.520  1.112  3.073
C  3.914  2.433  3.555
H  1.788  2.606  4.095
H  2.031  0.639  2.033
H  1.369  0.483  3.559
H  3.504  -0.844  2.912
H  3.414  -0.068  4.522
H  4.657  1.118  1.990
H  5.477  0.889  3.538
H  4.314  3.304  3.043
H  4.073  2.555  4.626

The HOMO-LUMO gap is 6.20 eV. For the total energy, the calculation gives -168462.659 eV. As for the charge: +1. The calculation puts the LUMO energy at -4.54 eV. The calculation puts the HOMO energy at -10.74 eV. Its max |F| is 0.36 eV Å⁻¹.

---

Entry 4:
This record from OMol25 describes a structure of composition C39H42Cl3N4S3SiTi at a distorted geometry. The level of theory is ωB97M-V/def2-TZVPD.

Atoms and positions in Å:
Ti  0.710  0.737  -1.779
S  -0.529  0.727  1.151
C  -1.515  -0.562  1.521
N  -2.196  -0.641  2.670
C  -3.071  -1.764  2.927
C  -2.457  -3.026  2.344
N  -2.212  -2.807  0.934
C  -2.410  -3.929  0.034
C  -1.314  -4.952  0.194
C  -1.465  -6.006  1.085
C  -0.449  -6.930  1.253
C  0.729  -6.806  0.537
C  0.881  -5.760  -0.358
C  -0.132  -4.833  -0.525
C  -1.675  -1.652  0.536
S  -1.203  -1.405  -1.039
C  -2.037  0.308  3.757
C  -1.430  -0.374  4.959
C  -0.148  -0.902  4.870
C  0.424  -1.528  5.963
C  -0.281  -1.636  7.151
C  -1.561  -1.118  7.242
C  -2.138  -0.496  6.147
H  -4.052  -1.580  2.469
H  -3.202  -1.863  4.006
H  -3.144  -3.865  2.463
H  -1.517  -3.269  2.856
H  -2.432  -3.538  -0.985
H  -3.381  -4.377  0.266
H  -2.382  -6.117  1.646
H  -0.582  -7.752  1.939
H  1.525  -7.522  0.675
H  1.788  -5.668  -0.933
H  -0.005  -4.016  -1.220
H  -3.023  0.714  4.005
H  -1.390  1.118  3.410
H  0.405  -0.810  3.946
H  1.425  -1.924  5.889
H  0.171  -2.119  8.004
H  -2.111  -1.197  8.167
H  -3.136  -0.090  6.225
Cl  3.518  1.842  -1.999
C  4.495  0.483  -1.571
C  5.846  0.489  -1.865
C  6.618  -0.609  -1.531
C  6.031  -1.710  -0.931
C  4.682  -1.702  -0.627
Cl  3.970  -3.069  0.139
C  3.877  -0.592  -0.924
S  2.210  -0.550  -0.402
H  6.277  1.352  -2.344
H  7.676  -0.609  -1.736
H  6.626  -2.576  -0.691
C  1.633  5.159  2.123
Si  2.017  5.118  0.257
C  1.273  6.622  -0.655
C  3.897  4.982  -0.041
C  1.243  3.588  -0.471
C  0.894  2.541  -0.982
H  2.030  6.058  2.585
H  2.073  4.307  2.633
H  0.563  5.136  2.313
H  1.713  7.551  -0.304
H  0.201  6.692  -0.499
H  1.447  6.565  -1.726
H  4.408  5.874  0.310
H  4.132  4.861  -1.095
H  4.321  4.132  0.486
C  -2.919  4.164  -3.032
N  -3.067  3.046  -2.120
C  -4.281  2.962  -1.338
C  -2.171  2.123  -2.119
N  -1.341  1.313  -2.156
H  -3.101  5.096  -2.494
H  -3.633  4.083  -3.855
H  -1.908  4.178  -3.438
H  -4.444  3.911  -0.825
H  -4.199  2.167  -0.601
H  -5.139  2.759  -1.982
Cl  0.969  -1.497  -3.234
C  -0.097  -0.769  -4.397
C  -1.029  -1.521  -5.082
C  -1.845  -0.878  -6.001
C  -1.722  0.486  -6.206
C  -0.802  1.230  -5.490
C  0.049  0.615  -4.567
C  1.089  1.313  -3.792
H  -1.110  -2.582  -4.909
H  -2.569  -1.449  -6.559
H  -2.340  0.972  -6.945
H  -0.722  2.295  -5.664
H  1.109  2.390  -4.007
H  2.074  0.888  -4.043

The HOMO-LUMO gap is 6.65 eV. For the total energy, the calculation gives -148145.616 eV. As for the charge: +1. The calculation puts the LUMO energy at -3.34 eV. The calculation puts the HOMO energy at -10.00 eV. Its max |F| is 1.57 eV Å⁻¹.

---

Entry 5:
This record from OMol25 describes a structure of composition C39H42F2N4O4RbS. The level of theory is ωB97M-V/def2-TZVPD.

Atoms and positions in Å:
Rb  2.212  -0.600  -0.929
C  -5.292  2.549  -1.574
C  -4.172  2.787  -0.555
C  -4.636  2.348  0.841
C  -3.852  4.282  -0.503
C  -2.951  1.962  -0.950
C  -1.735  2.525  -1.295
C  -0.641  1.700  -1.511
N  -0.701  0.374  -1.444
C  -1.881  -0.186  -1.184
C  -3.013  0.570  -0.925
C  -1.900  -1.687  -1.142
C  -3.086  -2.401  -1.231
C  -3.083  -3.793  -1.197
C  -1.845  -4.409  -1.079
C  -0.704  -3.620  -1.005
N  -0.715  -2.295  -1.030
C  -4.401  -4.559  -1.278
C  -5.256  -4.210  -0.052
C  -5.155  -4.155  -2.552
C  -4.181  -6.071  -1.305
H  -6.174  3.138  -1.308
H  -5.584  1.497  -1.604
H  -4.974  2.840  -2.578
H  -5.467  2.978  1.169
H  -3.820  2.442  1.561
H  -4.980  1.313  0.847
H  -4.736  4.826  -0.165
H  -3.575  4.671  -1.485
H  -3.038  4.485  0.196
H  -1.592  3.596  -1.321
H  0.340  2.128  -1.692
H  -3.936  0.080  -0.647
H  -4.021  -1.868  -1.344
H  -1.744  -5.485  -1.052
H  0.273  -4.084  -0.924
H  -5.471  -3.141  -0.007
H  -4.742  -4.487  0.870
H  -6.207  -4.747  -0.092
H  -5.415  -3.096  -2.551
H  -6.083  -4.726  -2.632
H  -4.552  -4.353  -3.440
H  -3.697  -6.426  -0.392
H  -3.570  -6.375  -2.158
H  -5.146  -6.575  -1.387
F  7.973  0.538  -1.299
C  7.191  -0.571  -1.178
C  5.834  -0.497  -1.412
C  5.008  -1.634  -1.342
C  5.638  -2.834  -0.958
C  7.005  -2.858  -0.704
F  7.621  -4.011  -0.281
C  7.818  -1.748  -0.810
C  4.832  -4.081  -0.815
C  5.298  -5.303  -1.318
C  4.537  -6.445  -1.181
C  3.317  -6.364  -0.523
C  2.933  -5.121  -0.054
N  3.646  -4.004  -0.196
H  5.425  0.482  -1.658
H  8.875  -1.796  -0.592
H  6.252  -5.338  -1.824
H  4.891  -7.389  -1.578
H  2.689  -7.232  -0.370
H  1.996  -5.021  0.490
C  2.479  7.896  2.113
C  1.729  6.598  2.258
C  1.683  5.683  1.213
C  1.024  4.473  1.352
C  0.411  4.173  2.562
C  0.457  5.063  3.627
C  1.106  6.276  3.462
S  -0.374  2.601  2.744
O  -0.577  2.383  4.148
O  -1.485  2.554  1.831
N  0.713  1.529  2.198
C  2.023  1.501  2.879
C  3.135  1.172  1.890
C  3.110  2.168  0.713
O  3.851  3.148  0.767
O  2.234  1.898  -0.186
H  2.807  8.048  1.085
H  3.365  7.906  2.751
H  1.856  8.745  2.402
H  2.206  5.894  0.289
H  1.050  3.746  0.548
H  -0.006  4.789  4.566
H  1.150  6.977  4.289
H  0.825  1.614  1.181
H  1.977  0.769  3.683
H  2.250  2.474  3.325
H  3.032  0.145  1.534
H  4.082  1.265  2.417

The HOMO-LUMO gap is 5.88 eV. For the total energy, the calculation gives -72203.666 eV. As for the charge: -1. The calculation puts the LUMO energy at 1.84 eV. The calculation puts the HOMO energy at -4.05 eV. Its max |F| is 0.87 eV Å⁻¹.